1.
Entry from the Open Molecules 2025 dataset: 3 unconnected molecules or ions with the total composition C24H41BN3O8PS2 at a distorted geometry (ωB97M-V/def2-TZVPD).

Results
Structure (SMILES) ... OB(O)c1c(P(O)(O)=S)ccc2c1Sc1ccccc1N2.COCCNCCOC.COCCNCCOC
E_HOMO ... -8.48 eV
E ... -2867.98587 hartree
Charge ... 0

Atoms and positions in Å:
H: -3.66341 -2.56890 -0.43686
C: -0.63788 1.55776 1.17603
H: 1.57757 2.91342 -4.30376
C: -5.59071 -6.97427 -0.69559
H: -3.63924 -4.74035 3.48923
H: 3.63724 4.92131 -1.98125
H: 2.79667 4.38113 -3.43013
C: -4.65394 -4.42695 3.23144
O: 7.56360 3.54413 0.89680
C: -0.31575 2.84235 -3.58896
H: -8.17234 -6.19016 0.89871
N: 0.92209 2.19968 -4.01328
C: 2.63725 2.41499 2.15866
C: 0.50075 1.41364 1.95802
H: -1.08588 2.07693 -3.45617
O: 7.23079 1.30881 -0.17370
H: 1.28417 2.60467 -1.18958
H: -5.26736 -2.91252 0.23382
C: -4.20782 -3.17154 0.29239
H: -6.84016 -4.28008 1.67986
O: 0.08359 4.97120 -4.65988
H: -4.17397 -2.36956 3.44410
O: 5.79547 -1.20921 1.75604
H: -4.07180 -4.22078 0.01746
H: -4.69706 -5.51801 1.52684
B: 5.37257 -0.28830 2.68858
C: 4.69629 3.29416 1.29125
N: -5.22446 -5.47390 2.38890
H: 1.89699 4.58900 -1.90057
C: -0.78770 3.84680 -4.61791
H: -5.54899 -2.61310 2.38411
H: 1.04312 2.75323 3.35816
C: 2.84267 4.26716 -2.34376
H: 1.51332 4.28475 -6.01531
H: 2.45079 1.30391 -1.06216
C: -0.95734 -0.83958 1.11983
H: 7.74312 3.95236 1.75434
H: 5.21869 4.09121 0.78739
O: -6.49674 -5.98709 -0.24107
C: 3.34940 3.42040 1.53298
C: -4.56703 -3.01727 2.65570
H: 5.61843 -1.52274 4.11725
H: -0.96396 2.54452 0.88680
P: 7.13168 2.02599 1.25054
S: 2.37430 -0.04361 3.28319
H: -1.77597 4.21231 -4.32368
O: 3.17701 2.94202 -1.97106
C: -1.35630 0.44209 0.77075
C: 0.89851 0.12553 2.30102
H: 2.85821 4.32642 1.21099
S: 8.24626 1.28334 2.62030
H: -2.23068 0.57637 0.15103
N: 1.23887 2.56223 2.38103
H: 1.34827 6.04080 -5.82961
H: 5.23939 -1.14205 0.97257
H: -0.88118 3.38222 -5.60323
H: -4.70025 -7.03244 -0.06031
H: -1.48245 -1.72991 0.81898
H: 0.56515 -1.96384 2.18396
H: -7.22741 -5.42845 2.97565
H: -0.19879 3.37644 -2.63575
C: -6.63419 -5.28712 2.06779
C: 5.38121 2.13267 1.65045
H: -6.06666 -7.95836 -0.73635
H: -5.21885 -4.38700 4.16781
C: 4.68228 1.08349 2.27582
C: 0.18800 -0.99630 1.89453
H: -6.86931 -7.30451 1.33095
C: 0.79825 5.10237 -5.87402
O: 5.53091 -0.56888 4.01199
H: 0.84582 0.60095 -2.67714
C: 3.32787 1.24947 2.51629
O: -3.66415 -2.89121 1.57093
C: 2.07599 2.07999 -1.73763
H: -5.28185 -6.69587 -1.70174
H: 6.48877 1.61182 -0.71906
H: 0.11863 5.13624 -6.73057
H: 2.39730 0.86598 -3.45552
C: 1.55318 1.37725 -2.98538
C: -7.08887 -6.27969 1.01975


2.
Entry from the Open Molecules 2025 dataset: a molecular structure, C24H41CrF5N4OSSi2Te (ωB97M-V/def2-TZVPD).

Results
Expectation value of S² ... 0.77
E_HOMO (alpha / beta) ... -11.22 / -11.25 eV
E ... -4022.23733 hartree
2S+1 ... 2
Charge ... +1

Atoms and positions in Å:
C: 0.98927 4.18904 0.85831
C: 2.06737 1.01766 2.54438
F: -1.12280 1.22273 -2.68042
C: 2.29152 4.11913 0.13610
H: 2.14498 4.00042 -0.93587
H: 0.98275 -2.26654 -6.49186
H: 2.84270 5.04293 0.29438
C: -0.71841 4.89090 2.09450
H: -1.08701 -3.88781 -3.02646
H: 2.23548 -2.36001 -5.26328
C: -0.40936 2.14138 -1.91690
H: 0.55182 -4.33432 -3.51206
H: -2.88664 -5.25631 0.43406
H: -1.48149 6.66454 2.97186
C: 0.32417 -5.42329 1.50480
C: -1.71094 5.60208 2.94307
C: -1.76856 -0.09462 3.94613
C: -3.24902 1.68770 -0.23236
H: 1.99813 1.41009 -1.08264
N: -2.10810 1.49001 0.05074
N: -0.95779 3.67325 1.58513
F: 1.05074 3.87296 -2.72144
C: -0.34718 -3.80262 -3.82093
H: -2.11246 -3.87925 3.05889
C: 0.75620 2.58441 -2.86316
H: 1.06837 -2.41707 0.65677
C: 0.69414 0.67560 3.04603
H: 0.73432 -5.95785 0.64888
H: -2.76022 -0.40538 4.24000
H: 3.70674 0.55326 -0.03919
F: -1.20107 3.26023 -1.84349
F: 1.91285 1.90070 -2.53194
C: 1.31711 -1.84662 -5.54550
C: 2.65347 -0.14623 1.72362
H: 1.15903 -5.04723 2.09643
C: -1.56482 -1.12613 -4.72884
Si: -0.81059 -4.03968 0.96257
H: 1.55694 -0.79771 -5.71899
H: -0.89621 -0.17962 5.90981
H: -0.21197 -6.14691 2.11750
N: 0.06035 3.22484 0.81662
H: 2.63010 -0.82458 -0.33933
H: 2.06432 -1.04306 1.91227
H: 1.06298 6.16028 1.86722
H: -2.29648 0.10784 1.88183
C: 2.74572 0.10576 0.22308
C: -1.55561 -3.17389 2.44468
H: 2.70642 1.23867 3.39773
H: 3.66223 -0.37198 2.07028
C: 0.28906 -2.81669 0.01293
O: 1.73627 1.03528 -0.22378
C: 0.54186 5.24553 1.66015
H: 1.59105 -1.71013 -2.30515
H: -1.36200 -0.09914 -5.02937
H: -1.77699 -5.33777 -0.92239
F: 0.53091 2.32535 -4.14623
Si: 0.00095 -2.00890 -4.22876
H: -2.71723 -3.87452 -0.63676
Te: -0.66478 -1.20378 -1.01776
S: -4.76714 1.92916 -0.54423
H: 1.34511 0.50035 5.06855
H: -2.25402 -2.39801 2.13316
C: -0.73723 0.02347 4.86146
H: 2.01904 1.92562 1.94373
H: -1.69104 5.22197 3.96459
H: 0.96903 -0.15688 -2.86493
H: 2.91114 3.29858 0.49557
H: -0.79465 -2.71231 3.07393
C: 0.69998 -1.19222 -2.66220
H: -0.75104 -4.32012 -4.68948
H: -2.72001 5.48134 2.55267
H: -2.02901 -1.63604 -5.57211
Cr: -0.26008 1.29968 0.02641
H: -2.29744 -1.09663 -3.92090
C: -2.16883 -4.68014 -0.14884
C: -1.50870 0.18568 2.61965
N: -0.31235 0.58231 2.15983
H: 0.77893 -3.36933 -0.79185
C: 0.50729 0.40126 4.39496
H: -1.82158 3.14932 1.59415


3.
Entry from the Open Molecules 2025 dataset: a molecular structure, C24H41F3LaO3P2S at a distorted geometry (ωB97M-V/def2-TZVPD).

Results
E_HOMO ... -8.96 eV
E ... -2576.59729 hartree
Charge ... +1

Atoms and positions in Å:
C: -3.53516 0.82033 -0.99195
C: 2.93145 -0.37554 -1.40891
H: -0.99219 0.70022 0.46734
O: 1.60526 1.40990 1.74071
H: -1.86137 0.24144 -5.62242
H: -3.08752 -0.85582 2.77370
O: 3.51493 2.77085 0.91307
C: 0.97984 -2.21549 -2.83438
H: -0.06450 -2.53424 -2.97763
H: -1.06551 2.54025 -1.92325
H: -2.68664 -2.65429 1.39022
C: 2.28629 -2.02318 4.28305
H: 0.80952 1.14112 4.35594
H: 1.69976 1.48737 -2.90348
H: 0.66696 -0.11605 5.59370
C: -0.77083 0.24851 -5.47961
C: 1.17868 0.58281 -3.26232
H: -0.74295 2.90317 -5.31765
C: -0.67304 2.79823 -4.22523
H: -1.47342 -3.93011 1.06660
C: 1.06648 -1.82520 3.45877
H: -1.93719 -0.59963 -3.31048
H: -0.78978 0.64684 4.94147
C: -0.87896 -0.08306 -1.54497
F: 3.40661 1.01741 4.34395
C: -0.69076 -2.17564 2.01182
C: 0.13802 -0.76157 3.62619
H: -2.33932 0.35570 1.73483
C: -1.66899 0.31808 -2.76088
H: -2.24784 3.82463 0.33224
C: 3.38635 2.14077 3.56870
H: -1.54197 -2.49007 0.04711
H: 0.56221 1.11140 -0.31918
H: 1.43160 -2.04378 -3.82630
H: -4.23659 2.27513 0.46497
H: 0.16573 3.41334 -3.87699
H: 3.43336 -1.24346 -0.91927
H: -0.16662 3.11284 -0.49722
La: 1.69926 -0.82182 0.81841
H: 3.45755 -0.18043 -2.35621
H: -3.05577 -0.06275 -0.55729
H: 1.77044 0.16406 -4.09435
C: -0.98162 2.44838 -0.84036
C: -1.64394 -2.84292 1.08823
F: 2.37366 2.93146 4.00750
H: -4.60314 0.56840 -1.02246
H: -3.77798 0.43882 -3.09060
H: -0.31672 0.84396 -6.28528
H: -3.11702 2.02705 -2.80858
O: 3.72304 0.34446 1.54476
H: -1.30477 -1.00224 -1.10026
H: 2.02929 -2.09184 5.35322
P: 1.09470 -0.68193 -1.89034
C: -2.21128 -0.19495 2.67726
H: 1.92949 -3.92599 1.28678
H: -2.26148 0.54803 3.48131
H: 2.99088 -1.18738 4.17528
C: -3.34325 2.03907 -0.14398
C: 0.54577 -2.72303 2.47842
C: -0.54783 1.00136 -0.50092
H: 2.80574 -2.95050 4.00969
C: -3.05574 0.97947 -2.46222
P: -0.42494 1.03649 -3.87347
C: -0.94515 -0.96527 2.72762
H: -0.39309 -0.78129 -5.50970
H: 1.63035 -4.50678 2.93336
S: 3.09266 1.69787 1.75882
H: -1.60092 3.20797 -3.80704
C: 0.20919 0.27800 4.67462
H: 0.38452 -4.69617 1.67822
F: 4.55545 2.78491 3.73727
C: 1.15433 -4.02030 2.06981
H: 3.06027 0.55561 -0.80387
H: 1.52537 -3.02314 -2.31641
C: -2.25924 2.83017 -0.14949


Question: E of number 1 (C24H41BN3O8PS2)?
Answer: -2867.98587 hartree


Question: Among the records above, which one has the highest E?
Answer: C24H41F3LaO3P2S


Question: Number 2 is which compound?
Answer: C24H41CrF5N4OSSi2Te